70
Properties=species:S:1:pos:R:3:forces:R:3 method="wB97M-V/def2-TZVPD" charge=+1 multiplicity=1 homo_ev=-9.96 gap_ha=0.1624 e_above_lowest_ev=8.4320
O -4.618314 2.287587 1.899631 0.6 -3.7 -3.4
C -4.606716 1.335156 1.065298 -1.2 3.0 3.0
O -5.788040 0.574537 0.920116 2.8 0.8 0.4
C -3.266131 1.140198 0.232197 2.7 0.0 -2.6
C -2.674174 2.451703 -0.425068 2.1 -3.4 -0.3
C -1.353485 2.382329 -1.219619 -2.9 -1.6 2.2
N -0.643200 1.104075 -1.361273 -3.1 -0.6 0.7
P 0.901425 1.217626 -2.268230 6.1 3.9 1.4
O 1.799700 2.150833 -1.421951 -3.2 -3.1 -2.6
O 0.691152 2.043215 -3.762182 -1.3 -3.3 2.7
O 1.698322 -0.270520 -2.420328 -3.5 2.0 -0.2
C -1.157017 -0.138008 -0.805249 -2.6 1.7 1.3
C -2.495682 -0.192518 0.025951 0.8 2.5 -1.0
C -3.043161 -1.560866 0.661296 0.7 0.4 -0.8
C -1.916348 -2.391257 1.472716 -0.7 0.2 0.4
C -2.455125 -2.631227 2.988591 1.1 -0.2 -0.1
C -1.144614 -2.539143 3.941216 0.0 -1.0 -0.9
N -0.722015 -1.130864 4.165475 1.1 3.2 0.6
C 0.469684 -0.498970 3.592925 -0.6 3.9 1.7
C 0.567469 0.989278 4.067807 -3.5 -3.7 1.0
C -0.677240 1.212884 5.011118 0.7 -4.6 -2.4
C -1.419197 -0.170366 5.005394 2.3 2.8 -0.7
H -6.314049 0.792898 1.736592 0.5 0.0 -1.0
H -3.204685 3.448903 -0.287691 0.9 -1.6 -0.2
H -0.945388 3.340680 -1.687249 -0.2 -1.8 0.7
H -0.005588 1.572682 -4.283341 0.6 0.6 0.0
H 1.091405 -0.983901 -2.731254 0.7 0.3 0.0
H -0.579275 -1.120806 -0.968568 -0.9 2.0 0.2
H -3.950305 -1.301412 1.304986 1.4 -0.3 -0.9
H -3.405140 -2.234906 -0.190206 0.4 1.2 1.1
H -0.911409 -1.835981 1.520866 -1.6 -0.6 -0.1
H -1.749811 -3.409995 0.940095 -0.1 2.2 1.1
H -2.955993 -3.665735 3.045833 0.9 1.6 0.1
H -3.223629 -1.852663 3.317529 1.1 -0.9 -0.6
H -1.267610 -3.148702 4.903760 0.1 1.3 -1.2
H -0.291600 -3.035319 3.337081 -1.3 0.7 1.2
H 1.256830 -0.963936 2.897973 -1.7 0.3 1.4
H 1.354675 1.767810 3.798275 -1.2 -1.5 0.4
H -0.974381 2.172936 5.569164 0.5 -2.0 -1.0
H -2.390956 -0.428916 5.562472 1.9 0.3 -1.1
C 5.506303 2.816171 -0.664167 -0.1 0.0 0.0
Cl 5.739762 2.091217 -2.261227 -0.1 0.1 0.1
Cl 5.962582 1.675440 0.609462 0.0 0.1 -0.1
Cl 6.437430 4.314205 -0.519109 -0.2 -0.3 0.0
H 4.450389 3.055511 -0.547852 0.2 -0.1 -0.1
C 9.792535 2.802484 1.567055 0.0 0.0 0.0
Cl 11.083266 1.878288 0.785919 -0.1 0.1 0.0
Cl 9.154424 1.921486 2.963082 0.0 0.1 -0.1
Cl 10.378898 4.399332 2.055115 -0.1 -0.1 -0.1
H 8.985198 2.938165 0.848934 0.1 0.0 0.2
C -1.661845 -6.613425 1.077889 0.2 -0.1 0.1
Cl -2.897185 -5.366020 0.847899 -0.1 -0.8 0.2
Cl -0.391000 -6.459594 -0.143293 -0.2 0.0 0.1
Cl -0.976037 -6.515250 2.705828 -0.1 0.0 -0.2
H -2.132982 -7.587958 0.962110 0.1 0.2 0.0
C 7.852649 7.826802 -1.932630 0.0 0.1 0.0
Cl 7.129759 9.290275 -1.249947 0.0 -0.2 -0.1
Cl 9.228711 8.236503 -2.965969 -0.2 -0.1 0.1
Cl 8.349836 6.719489 -0.644665 0.1 0.3 -0.1
H 7.102608 7.326967 -2.543151 0.2 0.1 0.1
C -3.633560 -3.745669 -3.237695 0.0 -0.6 0.1
Cl -2.336390 -4.665171 -4.011741 -0.2 0.2 0.1
Cl -4.263225 -4.621234 -1.831885 0.0 0.3 -0.5
Cl -3.059852 -2.135355 -2.770597 0.0 0.1 -0.2
H -4.446590 -3.623184 -3.958745 0.4 -0.1 0.9
C -6.159860 -2.405117 -6.925764 -0.4 0.0 -0.3
Cl -4.930725 -3.009450 -5.800320 -0.2 0.3 -0.9
Cl -6.727590 -3.704802 -7.980748 0.1 0.2 0.2
Cl -7.511555 -1.685870 -6.040472 0.2 0.0 -0.1
H -5.706335 -1.633556 -7.545465 0.0 -0.2 0.2

---

24
Properties=species:S:1:pos:R:3:forces:R:3 method="wB97M-V/def2-TZVPD" charge=+1 multiplicity=4 homo_ev="-11.79 / -12.08" gap_ha="0.2885 / 0.3038" s_squared=3.835
C 1.451557 -0.415851 -1.298823 -2.8 -3.2 -1.8
C 0.359559 -0.009120 -2.291738 1.6 -0.6 1.8
C -0.761675 -0.900909 -2.360765 0.3 0.3 0.5
C -0.571505 -1.907382 -1.402712 1.4 -1.4 0.3
C 0.804369 -1.902113 -0.789984 -1.4 3.9 -2.2
Mn -0.181019 -0.266791 -0.075664 -0.8 -0.7 -0.7
P -0.721842 1.843950 0.166001 1.5 3.0 -0.1
H 2.463985 0.062620 -1.176820 -1.4 -0.9 -0.1
H 0.326081 0.891427 -2.896313 0.5 0.0 0.2
H -1.637248 -0.829483 -3.081259 1.2 0.2 1.4
H 1.021384 -2.614062 -0.029926 1.0 -0.4 0.1
H -1.374091 -2.638121 -1.165791 1.0 0.3 -0.2
H -1.751850 2.109978 0.996588 -1.1 0.5 0.8
H -0.879059 2.959073 -0.782042 0.1 -1.2 0.7
H 0.368583 2.394511 0.974649 -1.0 0.0 -0.7
C -0.787694 -1.988284 2.773391 0.8 -0.9 0.1
S 0.482223 -0.805303 2.155476 -1.1 1.5 1.4
C 0.068780 0.733660 3.234317 1.4 -0.5 0.2
H -0.815816 -2.718699 1.952607 -0.5 0.2 0.2
H -1.753049 -1.517695 2.967876 0.2 -0.1 -0.2
H -0.447612 -2.584434 3.663191 -0.1 1.0 -0.7
H -0.210024 0.486459 4.276777 0.3 -0.3 -0.7
H 0.965823 1.414400 3.280039 -0.8 -0.9 -0.2
H -0.750058 1.256971 2.784726 -0.4 0.2 -0.2

---

73
Properties=species:S:1:pos:R:3:forces:R:3 method="wB97M-V/def2-TZVPD" charge=-2 multiplicity=2 homo_ev="-0.70 / -0.69" gap_ha="0.1670 / 0.1665" s_squared=0.777 e_above_lowest_ev=0.6195
Co 0.351969 -1.429912 -0.194411 -1.1 -1.6 0.5
O 5.008085 -3.193593 1.481238 -0.2 0.0 -0.1
C 4.605386 -2.454701 2.529631 -0.1 0.1 0.1
C 5.408830 -2.449980 3.668379 0.1 -0.1 0.0
C 5.043065 -1.732316 4.793355 0.0 0.0 -0.1
C 3.872654 -0.984077 4.791110 0.0 0.1 0.1
C 3.077550 -0.962007 3.659014 0.0 -0.1 -0.1
C 3.411605 -1.701247 2.525504 0.2 -0.1 0.2
C 2.482702 -1.717103 1.380130 -0.3 0.0 -0.6
O 1.457810 -0.962412 1.355047 0.1 0.4 0.3
N 2.747105 -2.557585 0.382912 0.5 -0.2 0.4
N 1.760659 -2.478675 -0.528943 0.1 0.5 -0.6
C 1.753640 -3.231101 -1.625514 0.2 -0.2 0.1
C 0.639967 -2.998906 -2.441060 -0.1 0.1 0.1
C 0.347893 -3.671131 -3.649519 -0.1 0.0 -0.1
C -0.765723 -3.328135 -4.365492 0.1 0.0 0.1
C -1.604773 -2.306311 -3.877504 -0.1 0.0 0.1
C -1.292964 -1.717092 -2.672599 -0.3 0.0 -0.2
N -0.208841 -2.021145 -1.956153 0.5 0.0 -0.1
H 4.256729 -3.159413 0.813352 0.1 0.0 0.0
H 6.310375 -3.050731 3.649355 0.0 0.0 0.0
H 5.662407 -1.776252 5.682019 0.0 0.0 0.0
H 3.572133 -0.438413 5.676864 0.0 0.0 0.0
H 2.157550 -0.394426 3.635607 -0.1 0.0 0.0
H 2.539887 -3.945158 -1.835046 0.0 0.0 0.0
H 1.018916 -4.457022 -3.973884 0.0 0.0 0.0
H -1.012562 -3.848334 -5.283879 0.0 0.0 0.0
H -2.498466 -2.010416 -4.410528 0.0 0.0 0.0
H -1.938835 -0.958915 -2.244607 0.1 0.0 0.1
S -3.414408 -6.725782 4.766823 -0.1 -0.2 0.1
C -2.724800 -5.430182 4.003952 0.1 0.3 -0.2
S -2.516883 -3.879146 4.718376 0.1 -0.1 -0.3
C -1.691275 -3.040103 3.375166 -0.1 0.0 0.2
C -1.508371 -3.843008 2.239051 0.1 -0.2 -0.6
S -0.802669 -3.556312 0.730107 0.0 0.3 0.4
S -2.141424 -5.483493 2.381963 0.0 0.1 0.3
S -1.271143 -1.458667 3.620234 0.2 0.1 0.0
C -2.515179 1.926373 -3.559431 0.1 0.2 0.0
C -1.193600 2.668105 -3.760737 -0.1 -0.2 0.1
C -0.020804 1.953899 -3.095189 0.0 0.1 -0.1
N -0.000877 2.247362 -1.675892 -0.1 0.0 0.5
C 0.905497 1.671986 -0.851243 0.6 0.0 -0.7
S 2.122172 0.704405 -1.428628 0.1 0.4 0.0
N 0.850066 1.908383 0.509942 -0.3 0.3 0.3
C 0.062757 2.736056 1.294736 0.4 -0.6 -0.1
O -0.052579 2.503504 2.479304 -0.1 0.1 0.1
C -0.542317 3.972398 0.720503 -0.1 0.6 -0.2
C -1.815219 4.346135 1.147489 0.1 -0.3 0.0
C -2.386394 5.526659 0.706729 -0.1 0.2 -0.1
C -1.676584 6.373291 -0.135653 0.1 -0.1 0.1
C -0.392028 6.024031 -0.533737 0.0 0.2 -0.1
C 0.172845 4.833576 -0.114031 0.0 -0.3 0.2
H -3.335237 2.450993 -4.054202 0.0 0.0 0.0
H -2.760065 1.837591 -2.499724 0.0 0.0 -0.2
H -2.446895 0.919384 -3.974042 0.0 0.0 0.0
H -1.268670 3.681633 -3.352531 0.0 0.0 -0.1
H -0.988603 2.755153 -4.830053 0.0 0.0 0.0
H 0.929303 2.287454 -3.517173 0.0 0.0 0.0
H -0.083093 0.872402 -3.259580 0.0 0.0 0.0
H -0.891146 2.477128 -1.262493 0.0 0.0 0.0
H 1.282436 1.156480 1.049347 0.0 -0.1 0.0
H -2.345888 3.682425 1.817996 0.0 0.0 0.0
H -3.385841 5.797838 1.023377 0.0 0.0 0.0
H -2.114315 7.307196 -0.465497 0.0 0.0 0.0
H 0.172918 6.689869 -1.174884 0.0 0.0 0.0
H 1.177596 4.567078 -0.413475 0.0 0.0 -0.1
C -3.151701 1.023050 -0.108644 0.1 -0.2 0.3
C -2.318657 -0.206198 0.316517 -0.1 0.0 0.0
O -2.895292 -1.104493 0.911888 0.0 0.1 -0.2
O -1.094231 -0.144839 -0.062397 -0.1 0.5 -0.1
H -3.867371 1.269994 0.674709 0.0 0.0 0.0
H -3.708920 0.750119 -1.008100 0.0 0.1 0.1
H -2.517865 1.886780 -0.315249 -0.1 0.0 0.0

---

13
Properties=species:S:1:pos:R:3:forces:R:3 method="wB97M-V/def2-TZVPD" multiplicity=1 homo_ev=-10.15 gap_ha=0.3813 smiles="O=C(O)OO.CO" e_above_lowest_ev=3.5342
C -1.523691 0.529371 1.281690 2.6 1.5 1.5
O -1.376031 -0.325301 0.208065 2.0 -2.7 -1.2
H -0.542946 -0.911107 0.368825 -2.7 1.2 -0.1
H -2.013078 0.055041 2.135991 0.0 0.1 0.0
H -2.054896 1.426031 0.960672 -0.2 -0.2 0.0
H -0.407995 0.855078 1.539257 -3.0 -0.2 0.3
C 1.204330 -0.018152 -0.040092 2.8 2.4 0.8
O 1.124878 0.667439 -1.239181 -0.8 -0.2 0.1
O 0.916931 -0.220507 -2.339884 0.4 -0.3 0.1
O 1.732470 -1.242416 -0.113208 -1.1 -0.3 -0.1
O 1.215099 0.668862 0.965654 0.2 -1.6 -1.7
H 0.080034 0.097671 -2.705589 -0.2 0.1 0.2
H 1.644895 -1.582012 -1.022199 0.0 0.1 0.1